Density functional theory data (wB97M-V/def2-TZVPD) for 10 unconnected molecules or ions with the total composition C48H56BBrF13N11O2 in a non-equilibrium geometry.

* HOMO-LUMO gap: 6.7 eV
* HOMO level: -8.185 eV
* DFT total energy: -6512.20258 Ha
* structure (SMILES): NB(O)[C@@H]1NC(=O)[C@H](Br)[C@H]1CCC(F)(F)C(F)(F)C(F)(F)C(F)(F)C(F)(F)C(F)(F)F.c1cc[nH]c1.c1cc[nH]c1.c1cc[nH]c1.c1cc[nH]c1.c1cc[nH]c1.c1cc[nH]c1.c1cc[nH]c1.c1cc[nH]c1.c1cc[nH]c1
* net charge: 0

Last columns: bonded neighbours and bond lengths (Å).
Atoms and positions in Å:
1 N -0.50939 -0.99526 3.80898  B2 1.534, H32 1.051, H33 1.044
2 B -0.68258 0.26937 2.95745  N1 1.534, O3 1.477, C4 1.647
3 O -1.32119 1.42582 3.61889  B2 1.477, H34 1.006
4 C -0.10750 0.22154 1.41527  B2 1.647, N5 1.543, C10 1.639, H35 1.179
5 N 0.23810 1.69959 1.14067  C4 1.543, C6 1.543, H36 1.064
6 C 0.37210 1.82065 -0.39157  N5 1.543, O7 1.352, C8 1.673
7 O 0.75587 2.95561 -1.01839  C6 1.352
8 C -0.08724 0.36081 -1.06650  C6 1.673, Br9 2.000, C10 1.672, H37 1.171
9 Br -1.33536 0.88002 -2.54090  C8 2.000
10 C -1.12688 -0.07908 0.16691  C4 1.639, C8 1.672, C11 1.662, H38 1.170
11 C -1.77141 -1.60193 -0.00098  C10 1.662, C12 1.640, H39 1.194, H40 1.171
12 C -2.97469 -1.87217 1.07997  C11 1.640, C13 1.674, H41 1.170, H42 1.191
13 C -4.26185 -2.72776 0.43633  C12 1.674, F14 1.479, F15 1.514, C16 1.629
14 F -4.54962 -2.34909 -0.96453  C13 1.479
15 F -3.72405 -4.14006 0.35204  C13 1.514
16 C -5.53771 -2.75893 1.44827  C13 1.629, F17 1.512, F18 1.516, C19 1.603
17 F -5.01634 -2.38582 2.81719  C16 1.512
18 F -5.88813 -4.22432 1.61549  C16 1.516
19 C -6.89997 -2.04164 1.00109  C16 1.603, F20 1.512, F21 1.511, C22 1.603
20 F -7.58513 -2.95516 0.01044  C19 1.512
21 F -7.82507 -2.03831 2.19638  C19 1.511
22 C -6.91294 -0.56515 0.37707  C19 1.603, F23 1.516, F24 1.512, C25 1.626
23 F -8.30412 -0.02025 0.63175  C22 1.516
24 F -6.79485 -0.49273 -1.12896  C22 1.512
25 C -5.89916 0.55792 0.97174  C22 1.626, F26 1.511, F27 1.477, C28 1.675
26 F -4.69271 0.57238 0.06206  C25 1.511
27 F -5.56059 0.44765 2.40554  C25 1.477
28 C -6.53153 2.10011 0.80459  C25 1.675, F29 1.512, F30 1.479, F31 1.489
29 F -5.33076 3.00571 0.95521  C28 1.512
30 F -7.06758 2.37009 -0.54758  C28 1.479
31 F -7.44218 2.47239 1.92264  C28 1.489
32 H 0.00812 -1.68070 3.20281  N1 1.051
33 H 0.06637 -0.79610 4.65683  N1 1.044
34 H -0.65862 2.15080 3.83658  O3 1.006
35 H 0.90602 -0.37436 1.49662  C4 1.179
36 H -0.61791 2.31940 1.26029  N5 1.064
37 H 0.81910 -0.35029 -1.27869  C8 1.171
38 H -1.96618 0.73627 0.17771  C10 1.170
39 H -0.90321 -2.40486 0.16258  C11 1.194
40 H -2.08079 -1.69564 -1.12628  C11 1.171
41 H -3.30620 -0.89594 1.63244  C12 1.170
42 H -2.52101 -2.58991 1.91447  C12 1.191
43 C 2.79154 5.03884 3.04862  C44 1.415, C47 1.377, H48 1.082
44 C 3.07315 6.02881 2.07707  C43 1.415, C45 1.377, H49 1.082
45 C 2.28515 5.76287 0.97968  C44 1.377, N46 1.371, H50 1.082
46 N 1.54152 4.64444 1.25325  C45 1.371, C47 1.371, H51 1.012
47 C 1.83961 4.19918 2.51476  C43 1.377, N46 1.371, H52 1.082
48 H 3.23435 4.94885 4.03206  C43 1.082
49 H 3.77470 6.84793 2.16837  C44 1.082
50 H 2.19114 6.27164 0.02958  C45 1.082
51 H 0.87626 4.21546 0.62314  N46 1.012
52 H 1.35132 3.32441 2.92288  C47 1.082
53 C -0.77718 -3.87804 -4.55385  C54 1.415, C57 1.377, H58 1.082
54 C -1.41330 -3.98985 -3.29445  C53 1.415, C55 1.377, H59 1.082
55 C -2.70223 -3.52894 -3.44324  C54 1.377, N56 1.371, H60 1.082
56 N -2.86459 -3.13855 -4.74706  C55 1.371, C57 1.371, H61 1.012
57 C -1.69762 -3.35290 -5.43318  C53 1.377, N56 1.371, H62 1.082
58 H 0.24192 -4.15221 -4.79385  C53 1.082
59 H -0.97821 -4.36667 -2.37783  C54 1.082
60 H -3.51520 -3.44435 -2.73451  C55 1.082
61 H -3.71308 -2.75348 -5.14130  N56 1.012
62 H -1.62178 -3.11256 -6.48518  C57 1.082
63 C 1.03880 0.07016 -9.17772  C64 1.415, C67 1.377, H68 1.082
64 C -0.35540 0.31167 -9.14428  C63 1.415, C65 1.377, H69 1.082
65 C -0.95858 -0.83071 -8.66775  C64 1.377, N66 1.371, H70 1.082
66 N 0.02238 -1.75459 -8.41703  C65 1.371, C67 1.371, H71 1.012
67 C 1.24412 -1.21218 -8.71984  C63 1.377, N66 1.371, H72 1.082
68 H 1.80998 0.75784 -9.49978  C63 1.082
69 H -0.86453 1.22123 -9.43576  C64 1.082
70 H -1.99920 -1.06509 -8.48734  C65 1.082
71 H -0.13126 -2.68986 -8.06306  N66 1.012
72 H 2.15243 -1.78413 -8.58545  C67 1.082
73 C 6.71055 1.16637 2.29504  C74 1.415, C77 1.377, H78 1.082
74 C 5.57766 0.44096 1.85508  C73 1.415, C75 1.377, H79 1.082
75 C 4.50107 1.29856 1.89269  C74 1.377, N76 1.371, H80 1.082
76 N 4.94379 2.51455 2.34444  C75 1.371, C77 1.371, H81 1.012
77 C 6.29093 2.44497 2.58712  C73 1.377, N76 1.371, H82 1.082
78 H 7.72343 0.79646 2.38759  C73 1.082
79 H 5.55025 -0.59526 1.54367  C74 1.082
80 H 3.46039 1.14764 1.63860  C75 1.082
81 H 4.36680 3.33500 2.47701  N76 1.012
82 H 6.83388 3.30845 2.94743  C77 1.082
83 C -0.79271 9.35801 1.15316  C84 1.415, C87 1.377, H88 1.082
84 C -1.87116 9.51029 0.24929  C83 1.415, C85 1.377, H89 1.082
85 C -1.73701 8.53881 -0.71724  C84 1.377, N86 1.371, H90 1.082
86 N -0.61283 7.80880 -0.43085  C85 1.371, C87 1.371, H91 1.012
87 C -0.03352 8.29763 0.71107  C83 1.377, N86 1.371, H92 1.082
88 H -0.59218 9.95637 2.03241  C83 1.082
89 H -2.66100 10.24868 0.29852  C84 1.082
90 H -2.34292 8.30597 -1.58269  C85 1.082
91 H -0.26571 7.03060 -0.97632  N86 1.012
92 H 0.86779 7.85131 1.10937  C87 1.082
93 C 11.82282 0.63001 4.52909  C94 1.415, C97 1.377, H98 1.082
94 C 11.18670 0.51821 5.78849  C93 1.415, C95 1.377, H99 1.082
95 C 9.89777 0.97911 5.63970  C94 1.377, N96 1.371, H100 1.082
96 N 9.73541 1.36950 4.33588  C95 1.371, C97 1.371, H101 1.012
97 C 10.90238 1.15516 3.64976  C93 1.377, N96 1.371, H102 1.082
98 H 12.84192 0.35584 4.28910  C93 1.082
99 H 11.62179 0.14139 6.70511  C94 1.082
100 H 9.08480 1.06370 6.34843  C95 1.082
101 H 8.88692 1.75457 3.94164  N96 1.012
102 H 10.97822 1.39550 2.59777  C97 1.082
103 C -3.18945 -8.43016 0.96302  C104 1.415, C107 1.377, H108 1.082
104 C -4.32234 -9.15557 0.52306  C103 1.415, C105 1.377, H109 1.082
105 C -5.39893 -8.29797 0.56068  C104 1.377, N106 1.371, H110 1.082
106 N -4.95621 -7.08198 1.01242  C105 1.371, C107 1.371, H111 1.012
107 C -3.60907 -7.15156 1.25511  C103 1.377, N106 1.371, H112 1.082
108 H -2.17657 -8.80007 1.05558  C103 1.082
109 H -4.34975 -10.19179 0.21165  C104 1.082
110 H -6.43961 -8.44889 0.30658  C105 1.082
111 H -5.53320 -6.26153 1.14499  N106 1.012
112 H -3.06612 -6.28807 1.61541  C107 1.082
113 C 10.63880 6.45518 2.18908  C114 1.415, C117 1.377, H118 1.082
114 C 9.24460 6.69669 2.22251  C113 1.415, C115 1.377, H119 1.082
115 C 8.64142 5.55431 2.69904  C114 1.377, N116 1.371, H120 1.082
116 N 9.62238 4.63043 2.94976  C115 1.371, C117 1.371, H121 1.012
117 C 10.84412 5.17284 2.64695  C113 1.377, N116 1.371, H122 1.082
118 H 11.40998 7.14286 1.86702  C113 1.082
119 H 8.73547 7.60625 1.93103  C114 1.082
120 H 7.60080 5.31993 2.87946  C115 1.082
121 H 9.46874 3.69516 3.30374  N116 1.012
122 H 11.75243 4.60089 2.78134  C117 1.082
123 C -9.07186 -7.99234 -3.63716  C124 1.415, C127 1.377, H128 1.082
124 C -8.29616 -7.52522 -2.54935  C123 1.415, C125 1.377, H129 1.082
125 C -7.00646 -7.96570 -2.74577  C124 1.377, N126 1.371, H130 1.082
126 N -6.97786 -8.68617 -3.91144  C125 1.371, C127 1.371, H131 1.012
127 C -8.23167 -8.70317 -4.46481  C123 1.377, N126 1.371, H132 1.082
128 H -10.12897 -7.82699 -3.79996  C123 1.082
129 H -8.64107 -6.93092 -1.71309  C124 1.082
130 H -6.10931 -7.82958 -2.15673  C125 1.082
131 H -6.15939 -9.13431 -4.30249  N126 1.012
132 H -8.41851 -9.21956 -5.39682  C127 1.082